18
Properties=species:S:1:pos:R:3 method="wB97M-V/def2-TZVPD" s_squared=0.75 gap_ev="3.84 / 7.24" multiplicity=2 relative_energy_kj_mol=78.4 total_charge=-1
O -0.67430 0.50629 -2.64630
C -0.11871 -0.29712 -1.78420
C 1.33395 -0.20625 -1.44236
C 1.63270 0.16170 0.03279
C 1.02943 -0.82507 1.03622
N -2.13261 0.80050 1.89193
C -0.96609 0.39654 1.22756
N -0.18588 -0.43574 1.75383
H -0.73662 -1.09988 -1.35461
H 1.72542 0.57806 -2.09453
H 1.98520 -1.09031 -1.65228
H 2.73144 0.15408 0.16497
H 1.32062 1.18018 0.26078
H 0.80787 -1.76752 0.52451
H 1.76628 -1.09518 1.80136
H -2.91917 0.87713 1.26374
H -2.31054 0.21729 2.70223
H -0.85397 0.91009 0.26542